Entry 1:
85
Properties=species:S:1:pos:R:3:forces:R:3 method="wB97M-V/def2-TZVPD" gap_ev="7.62 / 5.07" multiplicity=2 fmax_ev_per_a=0.5 charge=+1 e_homo_ev="-10.4 / -10.4"
Rb 1.489338 1.002607 -0.496146 0.320 0.232 0.191
C -2.005938 -0.500183 -3.296917 -0.045 0.047 0.050
C -1.705280 -0.332937 -1.938730 -0.038 -0.005 -0.094
N -1.037212 0.797404 -1.727585 0.032 -0.096 0.113
N -0.895688 1.374172 -2.932761 -0.224 0.048 -0.082
C -1.479641 0.627431 -3.889667 0.101 -0.089 0.013
B -0.128715 2.702521 -3.157557 0.109 0.046 -0.089
N 1.383288 2.415889 -3.274397 0.142 0.100 0.000
C 2.355732 3.347229 -3.399435 -0.271 0.057 0.015
C 3.558732 2.700725 -3.504914 0.185 -0.134 -0.039
C 3.217350 1.339349 -3.430367 -0.001 -0.059 0.002
N 1.906852 1.172289 -3.287306 0.121 -0.099 -0.226
N -0.295450 3.699636 -1.988303 -0.175 0.084 0.014
C -1.189136 4.704303 -1.853438 0.039 0.013 0.035
C -0.902281 5.378535 -0.687205 -0.040 -0.055 0.028
C 0.198652 4.691794 -0.155807 -0.014 0.078 -0.050
N 0.563841 3.688861 -0.938736 -0.019 -0.148 0.086
N -0.619454 3.285869 -4.481767 -0.132 0.041 0.074
C -0.006633 3.306371 -5.689143 0.029 -0.080 -0.033
C -0.923147 3.728887 -6.620549 0.027 0.080 0.010
C -2.092206 3.956824 -5.872500 -0.026 -0.091 -0.001
N -1.911866 3.673097 -4.593927 0.018 0.052 -0.052
H -2.556967 -1.294099 -3.769738 -0.014 0.007 -0.015
H -1.984992 -0.961202 -1.102262 -0.007 0.019 0.004
H -1.490654 0.948634 -4.917694 0.011 0.006 0.003
H 2.116381 4.398178 -3.401830 -0.015 -0.004 0.004
H 4.532747 3.139568 -3.634645 -0.004 -0.003 0.011
H 3.864344 0.476991 -3.484219 0.005 -0.012 -0.007
H -1.945100 4.863459 -2.602772 0.010 -0.008 -0.020
H -1.404674 6.243905 -0.291170 -0.003 0.004 -0.003
H 0.743429 4.891273 0.754687 0.010 -0.007 -0.003
H 1.023969 3.012748 -5.799490 -0.003 -0.006 -0.001
H -0.770969 3.866806 -7.676580 0.015 0.009 0.003
H -3.053594 4.305834 -6.215039 -0.004 -0.001 0.007
C -1.786781 -1.919696 2.176727 0.038 -0.044 0.032
N -0.350382 -1.627482 1.953014 0.017 -0.131 -0.071
P 0.443600 -0.392038 2.977258 -0.147 -0.111 -0.130
C -0.036940 -1.020740 4.611422 0.034 0.039 -0.050
C 0.918802 -1.794859 5.270009 -0.014 -0.015 0.012
C 0.632099 -2.365769 6.500849 -0.004 -0.001 0.016
C -0.608305 -2.154254 7.085156 0.021 -0.003 -0.012
C -1.560395 -1.372914 6.442030 -0.009 0.019 -0.006
C -1.278825 -0.806527 5.209187 -0.016 -0.016 0.035
C -0.645302 1.034626 2.681383 0.067 -0.101 0.247
C -0.762627 2.018900 3.665562 0.032 -0.031 -0.033
C -1.471222 3.180221 3.399445 0.022 0.000 0.062
C -2.045624 3.379462 2.152800 -0.046 0.016 -0.112
C -1.910259 2.417742 1.162584 0.078 -0.013 0.071
C -1.215751 1.246522 1.433739 -0.205 0.131 -0.236
P 0.316904 -2.328825 0.612421 -0.117 0.415 0.202
C -0.381678 -3.957006 0.350203 0.042 0.056 0.112
C -0.210934 -4.940326 1.326597 0.001 -0.037 0.010
C -0.760740 -6.193191 1.122491 -0.011 0.003 -0.023
C -1.470751 -6.459013 -0.044445 0.008 0.005 0.015
C -1.636893 -5.478410 -1.011282 -0.007 -0.019 0.002
C -1.094951 -4.216529 -0.816118 0.004 0.037 -0.050
C 2.099432 -2.372512 0.500269 0.179 -0.166 -0.159
C 3.057175 -1.650328 1.223545 -0.026 -0.062 -0.007
C 4.392786 -1.733762 0.863793 0.023 0.007 0.022
C 4.794121 -2.511531 -0.213850 0.001 0.008 0.007
C 3.852178 -3.225534 -0.940465 0.019 0.012 0.025
C 2.516496 -3.156008 -0.590950 -0.050 0.006 -0.012
H -2.307413 -0.993941 2.408279 0.001 0.015 0.001
H -1.886716 -2.618379 3.006630 -0.019 0.005 0.000
H -2.237925 -2.356391 1.287533 -0.007 -0.001 0.006
H 1.894573 -1.943331 4.820968 0.001 -0.004 -0.003
H 1.378547 -2.961699 7.008596 0.000 0.000 0.000
H -0.831520 -2.590879 8.049535 -0.003 0.000 0.001
H -2.523074 -1.201152 6.904907 0.001 -0.002 0.001
H -2.021923 -0.188925 4.720722 0.007 0.002 -0.006
H -0.305089 1.881890 4.638182 -0.007 -0.012 0.007
H -1.566786 3.934683 4.169171 -0.003 0.003 -0.001
H -2.583959 4.293503 1.941009 0.007 0.004 0.008
H -2.309887 2.580758 0.170208 -0.019 -0.018 -0.007
H -1.137196 0.521682 0.630873 0.003 -0.028 0.095
H 0.346701 -4.730154 2.231696 0.000 0.014 -0.001
H -0.635667 -6.964565 1.870062 0.000 -0.002 0.000
H -1.897535 -7.441232 -0.197161 -0.001 0.000 -0.006
H -2.190238 -5.692790 -1.915156 -0.001 0.002 -0.002
H -1.221715 -3.440265 -1.562395 -0.003 -0.011 -0.002
H 2.769067 -1.042731 2.066231 -0.008 0.005 -0.004
H 5.129561 -1.186522 1.436817 -0.011 0.003 0.009
H 5.840759 -2.560214 -0.482545 -0.004 -0.008 -0.011
H 4.154939 -3.835669 -1.780143 -0.007 -0.003 0.000
H 1.792194 -3.716692 -1.169442 0.001 0.007 0.000

***

Entry 2:
89
Properties=species:S:1:pos:R:3:forces:R:3 method="wB97M-V/def2-TZVPD" gap_ev=6.77 fmax_ev_per_a=0.6 e_homo_ev=-7.5
Zn 0.098623 -0.152439 1.011819 0.119 0.015 -0.038
F -3.538131 7.057554 -0.680070 -0.038 0.033 -0.016
C -2.644691 6.133469 -0.348815 0.037 -0.021 -0.018
C -1.430258 6.074534 -0.999006 -0.034 -0.022 0.045
F -1.147108 6.952760 -1.956666 0.010 0.021 -0.023
C -0.501700 5.112256 -0.634768 -0.002 -0.012 -0.050
F 0.672623 5.177302 -1.270864 0.016 0.005 0.028
C -0.757416 4.159467 0.342711 0.083 0.015 -0.053
P 0.377233 2.769386 0.794582 -0.118 -0.011 0.060
C 1.517726 2.603267 -0.613423 -0.025 0.008 -0.036
C 2.875268 2.381210 -0.402541 0.007 -0.031 0.012
C 3.703871 2.053318 -1.468414 0.005 -0.001 0.007
C 3.183539 1.947277 -2.749044 0.005 0.003 -0.009
C 1.827415 2.161613 -2.963901 0.007 0.010 0.010
C 0.997229 2.473706 -1.901031 0.032 0.032 -0.022
C 1.348429 3.591040 2.103363 0.020 0.029 0.004
C 1.231031 3.121093 3.406640 0.006 0.002 0.025
C 1.913279 3.742486 4.444533 -0.010 -0.015 -0.016
C 2.717638 4.839608 4.181782 0.004 0.010 -0.005
C 2.840703 5.317483 2.881758 0.001 -0.007 0.014
C 2.158310 4.698409 1.848005 -0.008 -0.014 -0.009
C -1.974753 4.282924 1.020112 -0.019 0.004 0.075
Br -2.370190 3.242296 2.541609 0.001 -0.002 -0.052
C -2.905909 5.242585 0.677397 0.000 0.016 -0.016
F -4.063678 5.356261 1.324899 -0.017 -0.017 0.034
H 3.285797 2.440690 0.596806 0.013 -0.002 0.000
H 4.757123 1.876737 -1.290607 -0.008 -0.002 0.004
H 3.831257 1.691947 -3.578479 -0.009 -0.001 0.006
H 1.411722 2.070137 -3.959485 0.003 0.003 0.006
H -0.066143 2.601368 -2.073241 0.027 0.012 0.008
H 0.604205 2.261300 3.613770 0.010 0.004 -0.004
H 1.818801 3.364295 5.454335 0.000 0.005 -0.011
H 3.252451 5.324100 4.988936 -0.003 -0.003 -0.010
H 3.471456 6.172708 2.674775 -0.008 -0.007 0.002
H 2.263780 5.067686 0.834938 -0.011 0.005 -0.016
S 2.011978 0.091390 2.198610 0.010 -0.093 0.141
C 2.727408 -1.254795 1.320651 0.139 -0.106 -0.078
N 3.970146 -1.233859 0.984154 -0.185 0.401 -0.048
N 4.421300 -2.163978 0.117038 0.014 -0.529 0.208
C 3.752173 -2.647677 -1.030091 0.000 0.221 -0.072
C 2.817144 -1.860639 -1.705971 -0.018 -0.048 0.016
C 2.208509 -2.346395 -2.847773 -0.024 -0.040 -0.060
C 2.535784 -3.603367 -3.349913 0.000 0.039 0.022
C 3.485340 -4.367835 -2.691448 0.022 -0.004 0.029
C 4.087850 -3.898510 -1.529019 -0.008 -0.068 -0.044
N 1.982460 -2.423074 0.998477 0.100 0.061 0.169
N 0.756808 -2.337016 1.118836 -0.221 -0.130 -0.240
C 0.047257 -3.545383 0.823443 0.090 0.123 0.060
C 0.572467 -4.525900 -0.012283 -0.024 0.015 -0.037
C -0.169040 -5.671513 -0.245499 0.003 -0.003 -0.002
C -1.412379 -5.841022 0.355165 0.004 -0.010 -0.014
C -1.928964 -4.851893 1.179629 0.003 0.034 -0.003
C -1.202012 -3.692485 1.402699 -0.062 -0.013 0.029
H 5.423104 -2.207737 0.099706 0.091 0.111 -0.062
H 2.560374 -0.875019 -1.334355 0.036 0.001 -0.005
H 1.475860 -1.729655 -3.354212 0.009 -0.013 0.008
H 2.057079 -3.976016 -4.246051 0.005 0.004 0.010
H 3.753110 -5.346676 -3.069527 0.002 0.008 0.002
H 4.803580 -4.512082 -0.995367 0.001 0.017 0.002
H 1.538874 -4.379123 -0.476452 0.003 0.022 0.002
H 0.226754 -6.437967 -0.899971 -0.016 0.011 0.008
H -1.982306 -6.742700 0.170578 0.003 0.003 0.001
H -2.899971 -4.977044 1.642032 0.008 -0.009 -0.006
H -1.585521 -2.901339 2.032531 0.016 -0.010 -0.012
C -2.388842 -0.236137 3.350831 -0.004 0.004 0.066
C -3.082986 -0.228660 2.006633 0.116 0.028 0.027
C -4.183138 -1.262342 1.897025 -0.009 -0.011 0.044
O -2.030240 -0.473546 1.013401 -0.074 -0.024 0.014
P -2.291705 -0.238389 -0.612974 0.073 0.008 0.026
S -3.346258 1.336420 -0.950464 -0.073 0.062 0.014
S -0.384364 -0.303828 -1.267639 -0.092 -0.119 -0.030
O -3.014874 -1.610482 -0.975873 -0.080 -0.011 -0.048
C -2.791668 -2.322782 -2.225520 0.048 -0.001 0.089
C -3.169744 -1.471956 -3.419530 -0.040 0.015 -0.040
C -3.610812 -3.588363 -2.121190 -0.034 -0.027 -0.018
H -3.061708 0.157162 4.114848 0.004 -0.020 -0.011
H -1.496660 0.395420 3.334634 -0.029 0.013 0.004
H -2.094918 -1.244824 3.649724 0.019 0.008 -0.044
H -3.481261 0.761130 1.788079 0.005 0.015 -0.028
H -3.787044 -2.273308 2.007058 -0.001 0.014 -0.005
H -4.704040 -1.193715 0.944597 0.014 0.014 -0.031
H -4.904857 -1.083351 2.696866 0.008 -0.013 -0.020
H -1.726165 -2.566138 -2.257386 0.015 0.001 -0.013
H -4.226852 -1.203452 -3.381841 0.009 -0.006 0.015
H -2.981990 -2.037292 -4.334256 -0.012 0.005 0.008
H -2.587356 -0.551237 -3.463741 0.016 -0.014 0.009
H -4.669925 -3.344351 -2.019127 0.014 0.000 -0.010
H -3.298579 -4.177117 -1.260007 0.004 0.000 0.008
H -3.478731 -4.189394 -3.022216 0.008 0.001 0.013

***

Entry 3:
86
Properties=species:S:1:pos:R:3:forces:R:3 method="wB97M-V/def2-TZVPD" gap_ev="6.70 / 6.85" multiplicity=2 fmax_ev_per_a=2.6 e_homo_ev="-7.2 / -7.3"
Ti -0.592780 0.713805 0.477464 1.337 -1.077 -1.031
Cl 1.258120 5.626705 4.882964 0.207 0.154 0.085
C 0.332520 4.442305 4.041564 -0.284 -0.119 0.012
C 0.949520 3.693505 3.052564 -0.162 -0.177 -0.077
C 0.220120 2.726505 2.367264 -0.375 0.506 0.984
N 0.720320 1.825405 1.456364 0.070 0.843 0.099
C 2.009620 1.942905 1.021864 0.151 0.711 -0.160
O 2.530920 2.970105 0.598064 -0.060 -0.512 0.248
C 2.751120 0.666705 1.195764 0.717 -0.436 0.302
C 4.143620 0.643505 1.152364 -0.390 0.089 -0.141
C 4.791020 -0.547795 1.430264 -0.129 -0.168 0.105
C 4.024720 -1.655595 1.761364 0.111 0.242 -0.044
C 2.641120 -1.522695 1.797864 0.135 -0.252 -0.020
N 2.006620 -0.395995 1.524864 0.284 0.343 0.041
C -1.154280 2.542305 2.662764 0.714 0.697 0.535
C -1.756380 3.292305 3.667264 0.024 -0.079 -0.205
C -1.006680 4.236805 4.355164 0.269 -0.025 -0.116
Cl -1.750480 5.152005 5.611664 -0.229 0.093 0.137
N -1.737480 1.638005 1.800364 -0.651 0.244 0.538
C -3.021480 1.226105 1.917064 0.156 0.377 0.742
O -3.759680 1.320105 2.889764 0.098 -0.075 -0.560
C -3.466280 0.667705 0.614464 -0.391 -0.322 -0.783
C -4.817180 0.416905 0.408564 0.270 0.011 0.224
C -5.266680 0.089105 -0.854936 0.661 0.063 -0.378
C -4.319580 0.079605 -1.878036 -0.532 -0.047 0.307
C -2.992880 0.324005 -1.591136 0.386 -0.042 0.100
N -2.516480 0.566505 -0.353936 -2.585 0.041 -0.351
H 1.991220 3.857905 2.832564 0.088 0.058 -0.022
H 4.676920 1.544905 0.890064 0.009 0.050 -0.016
H 5.869120 -0.611695 1.383464 0.049 -0.006 0.040
H 4.481420 -2.608195 1.983364 0.010 -0.063 0.047
H 2.016620 -2.368495 2.049664 0.003 -0.121 0.043
H -2.800480 3.156605 3.899564 0.016 -0.034 0.045
H -5.478480 0.503405 1.258464 0.017 0.055 0.045
H -6.307580 -0.116495 -1.052036 -0.078 0.003 -0.002
H -4.605480 -0.103095 -2.902836 0.018 -0.017 -0.052
H -2.289080 0.330705 -2.409936 -0.049 -0.011 0.139
C -2.612080 -2.546395 0.341264 0.062 -0.087 0.044
C -1.520180 -2.671495 1.406564 -0.004 0.222 -0.180
C -1.380980 -1.454895 2.321464 -0.136 -0.166 -0.409
C -0.202180 -3.050595 0.762964 -0.069 0.004 0.018
C 0.312020 -4.284495 1.138364 0.191 -0.036 -0.068
C 1.466020 -4.775795 0.569964 0.009 -0.023 0.106
C 2.097020 -4.033395 -0.405936 -0.031 -0.120 0.054
C 1.629620 -2.796995 -0.829436 -0.174 -0.019 -0.101
C 2.362320 -2.127895 -1.988736 0.204 0.133 -0.122
C 3.514620 -2.959195 -2.562336 -0.297 0.109 -0.017
C 2.926320 -0.739895 -1.665536 -0.233 -0.046 -0.014
C 0.460220 -2.265795 -0.209636 0.146 -0.577 0.002
N -0.002080 -0.972595 -0.534936 -0.011 -0.256 0.485
C -0.159180 -0.683795 -1.852536 -0.073 0.235 -1.278
C -0.537680 -1.611095 -2.854236 -0.154 0.400 0.325
C -0.714980 -1.217295 -4.163936 0.013 0.077 -0.116
C -0.493580 0.096805 -4.559536 -0.010 0.059 0.130
C -0.118280 1.041105 -3.612036 0.089 0.109 0.154
C 0.020020 0.635605 -2.307736 -0.028 -0.566 0.005
F 0.321220 1.574305 -1.300036 0.027 -0.492 -0.654
H -3.539980 -2.177595 0.771964 -0.128 0.044 0.032
H -2.806080 -3.525795 -0.091736 -0.021 -0.100 -0.044
H -2.307780 -1.885495 -0.465236 -0.046 -0.030 0.016
H -1.816080 -3.507895 2.051964 0.118 0.132 -0.038
H -0.863780 -0.619695 1.797764 -0.226 -0.945 1.072
H -0.772180 -1.708795 3.190064 0.166 0.234 -0.100
H -2.358280 -1.123195 2.676864 0.123 0.156 -0.033
H -0.210680 -4.878095 1.875464 -0.093 0.016 0.076
H 1.862820 -5.735195 0.863564 0.042 -0.111 0.050
H 2.981920 -4.453595 -0.847636 0.144 -0.006 -0.114
H 1.638920 -2.016995 -2.803536 0.248 -0.019 0.155
H 4.299520 -3.108995 -1.822936 0.099 -0.072 0.037
H 3.950120 -2.420495 -3.401536 0.040 0.057 -0.067
H 3.169220 -3.922595 -2.930236 0.067 -0.137 -0.014
H 3.845520 -0.838395 -1.092436 0.049 0.006 0.054
H 2.234420 -0.132395 -1.089236 0.072 -0.026 -0.079
H 3.156920 -0.212395 -2.590036 0.062 0.053 -0.068
H -0.697180 -2.640895 -2.567036 0.007 -0.060 0.085
H -1.027380 -1.942295 -4.901636 0.009 -0.098 -0.024
H -0.616480 0.389305 -5.590036 -0.010 0.041 -0.080
H 0.060520 2.071605 -3.873436 -0.032 0.088 0.034
N -0.573980 4.203605 -2.550236 0.431 0.132 0.041
C -1.076380 3.992805 -1.305536 0.046 0.152 0.361
N -0.238880 4.108105 -0.260236 0.028 0.224 -0.353
S -2.664380 3.573705 -1.087736 -0.575 0.209 -0.130
H 0.319520 4.662405 -2.632236 -0.026 0.082 -0.067
H -1.246580 4.368105 -3.282436 0.034 -0.066 0.154
H 0.770620 4.110405 -0.341836 -0.039 0.016 0.015
H -0.617380 3.948205 0.663364 0.003 0.074 -0.195